{
  "formula": "C4H5NO",
  "method": "ωB97M-V/def2-TZVPD",
  "lumo_energy_ev": 0.797,
  "e_homo_ha": -0.34871,
  "e_tot_ev": -7760.8857,
  "symbols": ["N", "C", "C", "C", "C", "O", "H", "H", "H", "H", "H"],
  "positions_angstrom": [[-1.684, 0.395, -1.676], [-0.521, 0.127, -1.810], [0.740, -0.062, -1.350], [-0.394, 0.412, 0.608], [0.114, -0.424, 1.718], [0.297, 1.004, 1.550], [1.472, 0.727, -1.510], [1.120, -1.077, -1.266], [-1.529, 0.562, -0.501], [-0.544, -0.698, 2.539], [1.017, -1.012, 1.582]],
  "forces_ev_per_a": [[0.7, -0.2, -0.2], [-0.5, 0.2, 0.3], [0.0, 0.0, -0.1], [0.1, 0.1, 0.1], [0.0, -0.3, 0.2], [-0.1, 0.1, -0.2], [-0.1, -0.1, 0.0], [-0.1, 0.2, 0.0], [0.0, 0.0, 0.1], [0.1, 0.1, -0.2], [-0.1, 0.1, 0.0]],
  "nbo_charge": [-0.56, 0.40, -0.64, 0.25, -0.23, -0.44, 0.25, 0.24, 0.35, 0.20, 0.19]
}

{
  "formula": "C12H21N11PtS4",
  "method": "ωB97M-V/def2-TZVPD",
  "total_charge": -2,
  "lumo_energy_ev": [4.087, 4.085],
  "e_homo_ha": [-0.02700, -0.04377],
  "e_tot_ev": -75764.6920,
  "symbols": ["Pt", "S", "C", "S", "S", "N", "C", "N", "N", "N", "N", "C", "N", "N", "N", "N", "H", "C", "C", "C", "C", "N", "C", "S", "N", "C", "C", "C", "C", "H", "H", "H", "H", "H", "H", "H", "H", "H", "H", "H", "H", "H", "H", "H", "H", "H", "H", "H", "H"],
  "positions_angstrom": [[-0.190, 0.229, 0.380], [-2.747, -2.892, 2.628], [-1.802, -1.758, 1.872], [-2.289, -0.955, 0.423], [-0.242, -1.304, 2.418], [2.283, 2.482, 1.583], [2.681, 1.510, 0.704], [3.933, 1.401, 0.270], [3.918, 0.326, -0.521], [2.743, -0.186, -0.570], [1.918, 0.528, 0.196], [0.982, 2.886, 1.738], [0.640, 4.039, 2.304], [-0.698, 4.033, 2.281], [-1.139, 2.958, 1.739], [-0.113, 2.196, 1.379], [2.970, 3.199, 1.763], [-1.509, -3.827, -1.575], [-1.790, -4.135, -3.039], [-0.871, -3.387, -4.008], [-1.207, -1.905, -4.166], [-0.950, -1.168, -2.950], [-1.423, 0.084, -2.682], [-0.397, 1.229, -2.018], [-2.708, 0.441, -3.033], [-3.843, -0.383, -2.627], [-5.126, 0.076, -3.321], [-5.154, -0.176, -4.833], [-4.230, 0.752, -5.617], [-2.199, -4.371, -0.934], [-1.631, -2.768, -1.369], [-0.493, -4.109, -1.307], [-2.828, -3.882, -3.270], [-1.670, -5.211, -3.207], [-0.937, -3.851, -4.997], [0.161, -3.480, -3.669], [-2.255, -1.789, -4.444], [-0.602, -1.491, -4.991], [-0.006, -1.277, -2.593], [-2.858, 1.407, -2.751], [-3.975, -0.330, -1.537], [-3.630, -1.426, -2.860], [-5.263, 1.143, -3.129], [-5.966, -0.452, -2.863], [-6.181, -0.040, -5.193], [-4.873, -1.216, -5.024], [-4.577, 1.782, -5.538], [-4.219, 0.472, -6.671], [-3.220, 0.697, -5.218]],
  "forces_ev_per_a": [[0.1, -2.1, -0.2], [-0.3, -0.3, 0.2], [0.1, -0.2, 0.1], [0.9, 1.1, 0.4], [0.0, 0.6, -1.3], [0.4, 0.1, 0.2], [0.2, -0.6, -0.5], [-0.2, 0.5, 0.5], [0.3, -0.4, -0.3], [-0.2, -0.8, -0.6], [-0.3, 1.0, 0.8], [-1.6, 0.3, 0.1], [0.7, -0.1, -0.1], [-0.4, 0.7, 0.3], [-0.6, 0.0, 0.0], [1.0, 0.5, 0.2], [-0.1, -0.1, -0.1], [-0.2, -0.1, -0.1], [0.3, 0.0, 0.0], [-0.4, 0.1, 0.0], [-0.1, -0.2, -0.3], [-0.3, 0.6, 0.1], [0.5, 0.0, -0.2], [0.0, 0.1, 0.5], [0.5, -0.2, 0.4], [-0.5, -0.2, 0.1], [0.2, -0.3, -0.2], [0.0, 0.2, 0.1], [-0.1, -0.2, -0.1], [0.0, 0.0, 0.2], [0.0, -0.1, 0.2], [0.1, 0.0, 0.1], [-0.1, -0.1, -0.1], [-0.1, 0.0, -0.1], [0.1, 0.1, 0.0], [0.2, 0.0, 0.0], [0.0, 0.0, 0.0], [-0.1, 0.0, 0.1], [-0.1, 0.1, 0.1], [0.2, -0.1, 0.0], [0.0, 0.0, -0.2], [0.0, -0.1, 0.0], [-0.1, 0.1, 0.1], [0.1, 0.1, 0.1], [0.1, -0.1, 0.0], [-0.1, -0.1, 0.0], [0.0, 0.1, 0.0], [0.0, 0.1, -0.1], [0.0, 0.1, -0.2]],
  "nbo_charge": [0.70, -0.28, -0.52, -0.17, -0.10, -0.60, 0.43, -0.42, -0.14, -0.13, -0.43, 0.41, -0.42, -0.16, -0.13, -0.50, 0.41, -0.63, -0.39, -0.40, -0.21, -0.63, 0.32, -0.17, -0.65, -0.23, -0.40, -0.39, -0.62, 0.21, 0.25, 0.20, 0.18, 0.19, 0.19, 0.20, 0.19, 0.18, 0.43, 0.41, 0.23, 0.20, 0.19, 0.21, 0.19, 0.19, 0.19, 0.19, 0.24]
}

{
  "formula": "C33H67N6O6S2",
  "method": "ωB97M-V/def2-TZVPD",
  "total_charge": 1,
  "lumo_energy_ev": -4.810,
  "e_homo_ha": -0.38297,
  "e_tot_ev": -78176.8703,
  "symbols": ["C", "C", "C", "C", "N", "C", "C", "C", "C", "C", "C", "C", "C", "O", "O", "C", "N", "C", "C", "C", "C", "O", "N", "C", "S", "S", "C", "C", "C", "H", "H", "H", "H", "H", "H", "H", "H", "H", "H", "H", "H", "H", "H", "H", "H", "H", "H", "H", "H", "H", "H", "H", "H", "H", "H", "H", "H", "H", "H", "H", "H", "H", "H", "C", "C", "C", "O", "C", "N", "H", "H", "H", "H", "H", "H", "H", "H", "H", "H", "H", "C", "C", "C", "O", "C", "N", "H", "H", "H", "H", "H", "H", "H", "H", "H", "H", "H", "C", "C", "C", "O", "C", "N", "H", "H", "H", "H", "H", "H", "H", "H", "H", "H", "H"],
  "positions_angstrom": [[1.109, -0.461, -4.836], [1.142, 1.093, -4.225], [-0.423, 1.387, -3.733], [-0.730, 0.910, -2.194], [-1.832, -0.117, -2.048], [-3.165, 0.371, -2.570], [-4.395, -0.706, -2.463], [-4.077, -2.201, -3.046], [-3.269, -2.250, -4.468], [-2.089, -3.434, -4.458], [-2.341, -4.671, -5.533], [-1.209, -5.855, -5.591], [-1.315, -7.166, -6.574], [-1.428, -6.984, -7.906], [-1.334, -8.536, -5.968], [0.086, -5.727, -4.584], [1.137, -6.814, -4.620], [0.235, -4.463, -3.532], [1.481, -4.215, -2.498], [1.400, -5.468, -1.231], [-0.140, -5.568, -0.435], [0.432, -6.661, -1.522], [-0.867, -3.382, -3.532], [-2.004, -0.488, -0.560], [-2.325, 0.710, 0.652], [-1.916, -2.267, 0.016], [-1.409, -2.414, 1.814], [-2.494, -3.375, 2.646], [-2.405, -4.965, 2.213], [0.338, -1.037, -4.134], [2.160, -0.972, -4.764], [0.635, -0.460, -5.907], [1.456, 1.836, -5.105], [1.904, 1.171, -3.319], [-1.100, 0.834, -4.548], [-0.570, 2.555, -3.802], [-0.874, 1.884, -1.553], [0.278, 0.407, -1.798], [-3.443, 1.355, -1.960], [-3.132, 0.725, -3.709], [-5.304, -0.263, -3.088], [-4.742, -0.705, -1.321], [-3.534, -2.926, -2.285], [-5.138, -2.710, -3.250], [-2.765, -1.249, -4.800], [-4.068, -2.510, -5.316], [-3.326, -4.661, -6.202], [-1.559, -8.483, -4.993], [1.318, -7.178, -5.581], [2.011, -6.558, -4.112], [2.549, -4.322, -2.965], [1.360, -3.210, -1.890], [2.426, -5.655, -0.535], [-1.121, -5.538, -1.071], [0.072, -6.389, 0.398], [-0.757, -2.562, -2.862], [-0.393, -3.040, 1.823], [-1.249, -1.366, 2.347], [-3.608, -3.048, 2.485], [-2.260, -3.233, 3.800], [-1.340, -5.426, 2.456], [-3.237, -5.629, 2.753], [-2.570, -5.032, 1.050], [-1.274, 1.895, 6.501], [-1.473, 1.248, 5.132], [-1.281, -0.285, 5.139], [0.085, -0.707, 5.189], [0.654, -0.703, 6.489], [-0.580, 1.900, 4.162], [-0.219, 1.973, 6.781], [-1.678, 2.914, 6.504], [-1.793, 1.330, 7.281], [-2.510, 1.449, 4.830], [-1.676, -0.678, 4.193], [-1.863, -0.761, 5.937], [-0.075, -0.968, 7.261], [1.094, 0.274, 6.699], [1.463, -1.438, 6.510], [-0.785, 1.534, 3.232], [0.369, 1.563, 4.350], [-1.212, 4.975, -0.103], [-0.911, 4.523, 1.324], [-0.760, 5.691, 2.325], [0.488, 6.385, 2.235], [0.545, 7.357, 1.202], [0.284, 3.665, 1.311], [-0.330, 5.371, -0.614], [-1.573, 4.131, -0.702], [-1.988, 5.747, -0.114], [-1.764, 3.914, 1.655], [-0.791, 5.272, 3.339], [-1.600, 6.392, 2.255], [-0.418, 7.851, 1.043], [0.896, 6.896, 0.276], [1.279, 8.115, 1.488], [0.424, 3.286, 2.248], [1.094, 4.277, 1.175], [6.540, 5.247, 1.584], [6.392, 3.787, 2.003], [4.961, 3.231, 1.818], [4.031, 3.658, 2.817], [3.481, 4.948, 2.595], [6.853, 3.640, 3.392], [6.117, 5.941, 2.316], [7.599, 5.508, 1.476], [6.053, 5.429, 0.620], [7.059, 3.198, 1.358], [5.009, 2.138, 1.909], [4.575, 3.440, 0.813], [3.345, 5.163, 1.531], [4.114, 5.707, 3.060], [2.504, 4.992, 3.084], [6.845, 2.649, 3.636], [6.129, 4.042, 3.995]],
  "forces_ev_per_a": [[-0.5, 0.6, 1.2], [-0.6, -0.8, -0.4], [0.6, 0.5, -0.8], [2.0, 0.6, 0.0], [-0.6, -0.7, 1.3], [-1.5, 1.3, -0.5], [0.0, 0.6, 0.3], [-0.7, -0.7, 0.2], [0.4, -0.6, -0.3], [0.7, -2.1, -1.2], [4.0, -0.2, 2.7], [0.0, 2.7, 2.6], [-1.1, -0.1, -5.3], [0.9, -1.4, 9.3], [-0.2, 4.4, -0.8], [-0.8, 1.2, 0.1], [-1.9, 3.0, -0.2], [-2.1, 0.0, -2.1], [-0.8, -1.8, 1.5], [-3.9, -0.6, 0.2], [3.4, -4.9, -2.9], [3.5, 3.8, 0.9], [-0.7, -3.7, -3.1], [-0.3, 2.0, 2.1], [0.8, -2.3, -2.7], [0.5, 1.3, -1.0], [0.3, -0.8, 1.7], [-0.2, -0.1, 0.3], [0.2, 0.1, -0.1], [1.8, 1.0, -1.5], [-2.1, 0.9, -0.5], [1.2, -0.1, 2.0], [-0.7, -1.6, 2.2], [-1.6, -0.1, -2.0], [1.3, 1.3, 1.9], [-0.1, -2.4, 0.1], [-0.1, -2.0, -1.0], [-2.3, 1.0, -0.7], [0.3, -2.0, -1.2], [0.5, -0.9, 2.5], [2.0, -0.8, 1.3], [0.7, -0.5, -2.6], [-1.0, 1.8, -1.4], [2.4, 1.1, 0.5], [-0.8, -1.8, 0.9], [2.1, 0.3, 1.7], [2.5, -0.1, 1.6], [0.5, 0.3, -1.4], [-0.2, 0.6, 1.2], [-1.2, -0.3, -0.7], [-2.3, 0.4, 0.5], [0.2, -2.0, -1.6], [-3.2, 0.4, -2.1], [1.6, 1.2, 2.1], [-1.4, 2.8, -0.9], [-0.4, -1.2, -1.0], [-2.1, 1.6, -0.2], [-0.4, -2.3, -1.5], [2.2, -0.3, 0.2], [-0.4, -0.4, -2.4], [-2.2, 1.0, -0.5], [1.9, 1.6, -1.2], [0.3, 0.0, 2.3], [-0.1, 0.2, 0.2], [0.3, 0.0, 0.2], [0.2, 0.1, -0.3], [-0.7, 0.0, 0.1], [0.3, 0.0, -0.2], [0.1, -0.4, -0.2], [-0.1, -0.1, -0.1], [0.1, -0.2, -0.1], [0.1, 0.1, -0.1], [0.1, -0.1, -0.1], [0.1, 0.1, 0.1], [0.1, 0.1, 0.1], [0.0, 0.1, -0.1], [-0.1, 0.0, 0.2], [-0.1, 0.0, -0.1], [0.0, 0.1, 0.1], [-0.2, 0.2, 0.0], [-0.2, 0.0, -0.2], [0.3, 0.2, -0.1], [0.2, -0.3, 0.3], [-0.6, 0.0, -0.1], [0.4, -0.1, 0.1], [0.1, 0.1, 0.2], [-0.1, 0.0, 0.2], [0.1, 0.1, 0.1], [0.1, -0.1, 0.0], [0.2, 0.1, 0.1], [0.1, 0.0, -0.2], [0.0, 0.1, -0.2], [0.0, -0.1, 0.0], [-0.1, 0.1, -0.2], [-0.1, -0.1, 0.1], [-0.1, 0.0, -0.1], [-0.3, -0.2, -0.1], [0.2, 0.2, -0.2], [-0.2, 0.2, 0.2], [0.1, -0.2, 0.3], [0.2, -0.2, -0.7], [-0.1, -0.1, 0.5], [-0.4, -0.3, 0.0], [0.0, -0.2, -0.1], [-0.2, -0.1, 0.1], [0.0, 0.0, 0.1], [-0.2, 0.0, 0.1], [0.0, 0.1, 0.1], [0.0, 0.2, 0.0], [0.1, 0.0, 0.0], [0.0, 0.2, -0.2], [0.1, -0.1, -0.1], [0.1, 0.2, 0.0], [0.3, 0.0, -0.2]],
  "mulliken_charge": [-0.53, -0.56, -0.48, -0.06, 0.54, -0.92, -0.67, -0.33, -0.37, 0.28, -0.89, 0.16, 0.19, -0.46, -0.42, 0.70, -0.46, 0.07, -0.83, 0.01, -0.46, -0.43, 0.61, -0.63, -0.10, 0.23, 0.00, -0.43, -0.64, -0.07, 0.33, 0.26, 0.31, 0.29, 0.17, 0.35, -0.25, 0.26, 0.34, 0.42, 0.39, 0.25, 0.03, 0.41, 0.17, 0.47, 0.33, 0.39, 0.28, 0.26, 0.38, 0.20, 0.32, 0.29, 0.32, -0.26, 0.24, -0.11, 0.25, 0.28, 0.20, 0.34, 0.10, -1.54, 0.15, -0.38, -0.32, -0.73, -0.41, 0.30, 0.37, 0.36, 0.41, 0.01, 0.49, 0.34, 0.23, 0.25, 0.15, 0.30, -1.38, 0.88, -0.98, -0.29, -0.71, -0.50, 0.30, 0.03, 0.42, 0.26, 0.29, 0.48, 0.33, 0.24, 0.26, 0.20, 0.19, -1.35, 0.33, -0.68, -0.39, -0.70, -0.74, 0.26, 0.35, 0.34, 0.42, 0.34, 0.40, 0.29, 0.30, 0.24, 0.27, 0.33]
}

{
  "formula": "C5H2N",
  "method": "ωB97M-V/def2-TZVPD",
  "total_charge": 1,
  "lumo_energy_ev": [-7.527, -10.071],
  "e_homo_ha": [-0.57393, -0.61538],
  "spin_multiplicity": 3,
  "e_tot_ev": -6687.8494,
  "s2": 2.063,
  "symbols": ["C", "C", "C", "C", "C", "N", "H", "H"],
  "positions_angstrom": [[-1.583, -1.050, 0.813], [-1.283, 0.073, 0.117], [-0.594, -1.707, 1.037], [-0.359, 0.734, -0.429], [1.057, 0.132, -0.260], [1.472, -0.761, 0.379], [-0.325, 1.722, -0.848], [1.614, 0.857, -0.808]],
  "forces_ev_per_a": [[-6.2, 8.5, -3.9], [-3.3, -6.1, 3.9], [6.7, -5.6, 2.1], [2.3, 2.6, -1.2], [-2.0, 4.4, -2.9], [1.4, -4.1, 2.9], [-0.4, 0.2, -0.4], [1.4, 0.2, -0.5]],
  "nbo_charge": [-0.17, 0.35, 0.41, -0.11, -0.08, 0.01, 0.31, 0.28]
}

{
  "formula": "C4H5NO2",
  "method": "ωB97M-V/def2-TZVPD",
  "lumo_energy_ev": -0.534,
  "e_homo_ha": -0.33589,
  "e_tot_ev": -9807.4712,
  "symbols": ["C", "C", "C", "C", "N", "O", "O", "H", "H", "H", "H", "H"],
  "positions_angstrom": [[0.206, 0.111, -1.412], [1.144, 0.076, -0.281], [-1.086, 0.055, -0.780], [-0.924, -0.033, 0.875], [0.450, -0.107, 1.095], [1.001, 1.078, 0.625], [2.337, -0.421, -0.605], [-1.933, 0.638, -1.322], [-1.406, -1.015, -1.056], [-1.231, 0.770, 1.569], [-1.543, -0.925, 1.170], [2.985, -0.227, 0.123]],
  "forces_ev_per_a": [[-0.5, 0.7, 0.4], [-0.7, -1.3, -0.3], [-2.1, -0.1, 0.3], [-2.9, 0.1, -0.9], [1.8, -3.2, -0.3], [0.6, 3.0, -0.4], [1.8, 0.2, 1.5], [1.5, -0.7, 1.1], [0.6, 1.0, 0.3], [-0.6, 0.2, -1.0], [1.3, 0.6, 0.1], [-0.8, -0.3, -0.8]],
  "nbo_charge": [0.13, 0.43, -0.61, -0.28, -0.16, -0.35, -0.65, 0.27, 0.30, 0.22, 0.21, 0.49]
}

{
  "formula": "C3H12N4",
  "method": "ωB97M-V/def2-TZVPD",
  "total_charge": 2,
  "lumo_energy_ev": -7.414,
  "smiles": "[H]/N=C(/C[NH2+]C)N[NH3+]",
  "e_homo_ha": -0.69568,
  "e_tot_ev": -9245.9568,
  "symbols": ["C", "C", "C", "N", "N", "N", "N", "H", "H", "H", "H", "H", "H", "H", "H", "H", "H", "H", "H"],
  "positions_angstrom": [[0.805, -0.382, -0.137], [-2.288, 0.320, 0.828], [-0.635, 0.047, -1.077], [0.633, -1.426, 0.490], [1.881, 0.515, -0.245], [3.163, 0.198, 0.312], [-1.766, -0.427, -0.276], [-2.514, 1.409, 0.459], [-3.211, -0.168, 1.319], [-1.826, 0.511, 1.801], [-0.547, -0.374, -2.071], [-0.596, 1.219, -1.104], [1.274, -1.902, 0.998], [1.745, 1.334, -0.721], [3.761, -0.075, -0.474], [3.596, 0.975, 0.929], [2.972, -0.575, 1.077], [-1.556, -1.399, 0.086], [-2.526, -0.578, -0.906]],
  "forces_ev_per_a": [[-2.3, 1.3, -2.0], [-3.3, 3.9, 2.3], [4.0, 3.0, 2.4], [-2.3, 0.8, -1.4], [-0.6, -2.9, 1.6], [-1.2, 0.0, 2.4], [1.0, -2.7, 0.1], [-0.1, -2.2, 0.6], [0.9, 0.6, -1.8], [1.8, -0.6, -0.7], [-0.3, -0.3, 0.1], [-0.6, -2.2, -0.2], [2.5, -1.7, 2.1], [0.3, 2.5, -1.3], [0.6, -0.4, 0.5], [-0.7, -0.9, -1.5], [0.8, 1.2, -2.1], [0.4, 0.7, -0.5], [-1.0, -0.1, -0.7]],
  "nbo_charge": [0.46, -0.50, -0.25, -0.69, -0.47, -0.53, -0.52, 0.25, 0.29, 0.28, 0.28, 0.24, 0.38, 0.43, 0.47, 0.48, 0.47, 0.48, 0.46]
}

{
  "formula": "C4H5Cl2OP",
  "method": "ωB97M-V/def2-TZVPD",
  "total_charge": 2,
  "lumo_energy_ev": [-9.818, -13.095],
  "e_homo_ha": [-0.63181, -0.72600],
  "spin_multiplicity": 3,
  "e_tot_ev": -40586.2552,
  "s2": 2.014,
  "symbols": ["C", "C", "C", "C", "O", "P", "Cl", "Cl", "H", "H", "H", "H", "H"],
  "positions_angstrom": [[-0.287, -1.027, -1.084], [-1.550, -1.310, -0.683], [0.635, 1.096, -0.264], [0.414, 1.255, 1.067], [0.503, 0.004, -1.035], [-2.878, -0.227, -0.073], [-4.694, -0.732, 0.332], [-2.499, 1.688, -0.015], [0.361, -1.772, -1.509], [-1.722, -2.383, -0.468], [1.314, 1.720, -0.815], [0.945, 2.101, 1.482], [-0.098, 0.500, 1.657]],
  "forces_ev_per_a": [[-1.3, -2.6, 0.9], [-0.6, 0.4, 0.8], [1.5, -2.0, -2.9], [-0.3, -0.5, 1.3], [0.4, 4.7, 0.5], [1.4, -0.7, 0.3], [0.3, -0.1, -0.4], [-0.4, 0.1, -0.3], [-0.4, -1.1, 0.0], [-0.4, 0.6, -0.8], [0.0, 0.8, 0.0], [-0.4, 0.2, 0.5], [0.1, 0.3, 0.2]],
  "nbo_charge": [0.22, -0.59, 0.31, -0.11, -0.34, 1.05, 0.09, -0.04, 0.27, 0.34, 0.26, 0.28, 0.25]
}